# C5H6BrNO2

The molecule C5H6BrNO2 (ωB97M-V with the def2-TZVPD basis set, the OMol25 dataset).

Structure (XYZ):
```
15
C5H6BrNO2 | the OMol25 dataset | ωB97M-V with the def2-TZVPD basis set
Br 0.776 -1.429 -2.537
O 2.052 -0.871 0.060
O 0.116 -0.655 1.273
N -1.545 -0.817 -0.831
C -0.058 -0.750 -1.029
C -1.345 1.695 -1.455
C 0.986 -0.722 2.395
C 0.858 -0.794 0.160
C -1.082 0.322 -1.068
H 1.804 0.040 2.272
H 0.420 -0.394 3.262
H -2.405 1.965 -1.313
H -1.241 1.500 -2.454
H -0.771 2.516 -1.124
H 1.434 -1.605 2.388
```

The spin multiplicity is 1. The orbital gap is 10.2 eV. The value obtained for the LUMO energy is 0.66 eV. The value obtained for the HOMO energy is -9.55 eV. As for the total charge: 0. As for the energy above the lowest of the compared OMol25 structures with the same formula, charge and spin: 50.4 kJ/mol.

***

# C10H8F3NO

A cluster of 2 separate species, C10H8F3NO in total (ωB97M-V with the def2-TZVPD basis set, the OMol25 dataset).

Structure (XYZ):
```
23
C10H8F3NO | the OMol25 dataset | ωB97M-V with the def2-TZVPD basis set
F 3.864 -0.093 -0.823
F 2.847 -1.727 0.366
F 2.555 0.404 0.753
O -0.546 1.951 0.838
N 1.292 2.236 -1.826
C -0.185 1.112 -0.129
C -2.121 -2.034 0.733
C 0.052 3.253 0.911
C -0.394 -1.035 -1.221
C -1.727 -0.696 0.753
C -0.807 -0.220 -0.159
C 3.486 -0.495 0.437
C -0.649 -2.397 -1.200
C -1.680 -2.841 -0.282
C 0.691 1.536 -1.130
H -2.108 -0.107 1.543
H -0.191 3.498 1.999
H 0.298 -0.576 -1.835
H -1.874 -3.861 -0.109
H -3.068 -2.291 1.274
H 1.117 3.336 0.735
H -0.350 -2.929 -1.959
H -0.503 3.976 0.330
```

The spin multiplicity is 1. The orbital gap (spin up / spin down) is 3.5 / 3.0 eV. The value obtained for the LUMO energy (spin up / spin down) is -2.93 / -3.17 eV. The value obtained for the HOMO energy (spin up / spin down) is -6.40 / -6.13 eV. As for the total charge: 0. As for the energy above the lowest of the compared OMol25 structures with the same formula, charge and spin: 673.7 kJ/mol.

***

# C6H10S

The molecule C6H10S (ωB97M-V with the def2-TZVPD basis set, the OMol25 dataset).

Structure (XYZ):
```
17
C6H10S | the OMol25 dataset | ωB97M-V with the def2-TZVPD basis set
S -3.252 0.229 0.080
C -1.609 -0.138 -0.538
C -0.831 -0.851 0.537
C 0.635 -1.368 0.006
C 2.043 0.791 0.344
C -0.537 0.567 0.144
C 0.852 0.149 -0.460
H 1.953 0.668 1.351
H 0.415 -2.153 -0.770
H -3.370 1.369 -0.584
H -1.457 -0.667 -1.440
H -1.385 -1.176 1.348
H -0.781 1.535 0.623
H 3.057 0.547 0.034
H 1.979 1.819 0.119
H 1.371 -1.736 0.697
H 0.919 0.416 -1.492
```

The spin multiplicity is 1. The orbital gap is 10.2 eV. The value obtained for the LUMO energy is 0.99 eV. The value obtained for the HOMO energy is -9.18 eV. As for the total charge: 0. As for the energy above the lowest of the compared OMol25 structures with the same formula, charge and spin: 262.8 kJ/mol.

***

# C22H32BN6ORuS4

A structure of composition C22H32BN6ORuS4 (ωB97M-V with the def2-TZVPD basis set, the OMol25 dataset).

Structure (XYZ):
```
67
C22H32BN6ORuS4 | the OMol25 dataset | ωB97M-V with the def2-TZVPD basis set
Ru -0.537 0.464 -1.930
S -0.297 2.123 -3.963
S -0.810 -1.169 -3.527
S -2.937 0.440 -1.782
S 1.640 -0.441 -1.835
O 1.665 -0.922 3.677
N -0.278 -2.087 3.945
N 2.050 3.202 -4.754
N -0.669 0.650 0.322
N 2.028 2.973 -2.595
N 2.190 1.753 -0.235
N 2.903 -0.190 0.510
C -1.031 0.791 3.041
C 3.265 3.492 -2.924
C 1.928 2.857 -6.148
C 2.270 0.456 -0.492
C 3.243 0.773 1.459
C 2.957 -1.614 0.649
C -2.496 -1.441 -3.645
C -1.585 -2.446 3.375
C -3.440 -0.759 -2.869
C -1.546 1.753 2.199
C 1.316 2.788 -3.742
C -4.879 -1.101 -3.030
C -2.901 -2.559 -4.531
C 2.716 1.974 1.039
C 0.351 -2.891 4.997
C -2.781 -2.063 4.184
C -0.233 -0.208 2.471
C -0.144 -0.267 1.079
C 0.382 -2.181 6.306
C -1.343 1.677 0.872
C 0.478 -1.114 3.428
C 3.265 3.686 -4.226
B 1.550 2.901 -1.123
H -2.074 -2.929 -5.155
H 0.952 3.215 -6.523
H 1.404 -3.033 4.645
H 3.944 4.049 -4.922
H -2.864 -1.012 4.426
H -3.608 -2.374 3.504
H -1.565 -3.523 3.204
H -1.682 2.398 0.157
H -2.154 2.487 2.636
H -1.107 0.995 4.082
H -0.548 -1.871 6.703
H 0.370 2.688 -1.152
H 3.737 0.549 2.382
H -5.251 -1.006 -4.080
H -2.867 -2.665 5.121
H 2.760 3.301 -6.666
H 1.788 3.944 -0.566
H 3.161 -1.840 1.648
H -3.675 -2.219 -5.162
H 2.792 2.964 1.483
H 0.963 -1.283 6.072
H -1.767 -1.921 2.404
H -3.275 -3.404 -3.928
H 0.339 -1.057 0.546
H 3.949 3.771 -2.186
H -5.556 -0.425 -2.472
H -4.983 -2.095 -2.610
H 2.040 -2.100 0.394
H 0.886 -2.827 7.017
H 1.991 1.785 -6.240
H 3.777 -2.018 0.021
H -0.168 -3.849 5.018
```

The spin multiplicity is 5. The orbital gap (spin up / spin down) is 7.1 / 5.5 eV. The value obtained for the LUMO energy (spin up / spin down) is -2.95 / -5.08 eV. The value obtained for the HOMO energy (spin up / spin down) is -10.01 / -10.53 eV. As for the total charge: +1. As for the energy above the lowest of the compared OMol25 structures with the same formula, charge and spin: 0.0 kJ/mol.

***

# C27H59N2O11P2Si

A cluster of 3 separate species, C27H59N2O11P2Si in total (ωB97M-V with the def2-TZVPD basis set, the OMol25 dataset).

Structure (XYZ):
```
102
C27H59N2O11P2Si | the OMol25 dataset | ωB97M-V with the def2-TZVPD basis set
P 2.528 3.508 3.841
P -0.063 -0.501 -5.740
Si -4.584 -2.320 2.496
O 1.595 4.286 4.926
O 3.848 4.390 4.244
O 1.892 4.442 2.621
O 1.036 -1.503 -5.636
O -0.982 0.785 -5.379
O -3.396 -1.258 3.020
O 0.118 -0.037 -7.301
O 3.179 2.522 2.914
O 0.653 -2.758 -1.061
O -1.358 -1.514 -5.825
O -2.647 -0.057 -0.061
N -1.379 -1.863 0.792
N 1.533 -2.450 -0.181
C 5.903 4.120 2.985
C 1.751 6.709 4.333
C -1.729 -2.254 -4.658
C -2.359 -1.381 -3.587
C 0.788 3.942 1.871
C 3.084 -0.530 0.363
C -1.803 1.498 -6.317
C 1.368 -0.174 -7.980
C 0.942 -4.664 0.613
C 1.811 5.631 5.391
C 5.156 3.811 4.267
C -5.786 -1.275 1.484
C -2.901 0.689 -6.969
C -0.289 -1.506 1.734
C -0.507 3.935 2.666
C 1.231 -0.292 -1.236
C 1.644 -0.997 0.079
C 0.702 -0.465 1.185
C 1.496 -3.280 1.038
C -5.543 -3.126 3.902
C -2.005 -0.950 0.299
C 1.385 -1.431 -8.826
C -3.987 -3.685 1.346
C 0.546 -2.747 2.130
C -2.176 -1.824 3.477
C -0.955 -0.994 3.033
C 2.921 -3.582 1.582
H 0.155 -0.336 -1.391
H 3.116 0.549 0.231
H 2.197 -0.159 -7.275
H -3.115 -4.229 1.714
H 2.390 -1.636 -9.197
H -6.202 -1.892 0.685
H 1.760 7.687 4.818
H -2.261 2.297 -5.732
H -0.704 4.916 3.096
H -3.493 0.156 -6.227
H 1.007 5.805 6.109
H -5.186 -0.510 0.984
H -0.130 -4.622 0.420
H -1.635 -0.669 -3.181
H -2.445 -3.008 -4.988
H -3.187 -0.800 -3.995
H 1.053 -5.312 1.488
H -1.369 -0.003 2.810
H 5.684 4.252 5.115
H 2.984 -3.406 2.657
H 5.105 2.739 4.448
H 5.293 3.910 2.107
H 0.848 6.626 3.731
H 1.479 0.703 -8.621
H 1.489 -5.089 -0.226
H -3.558 1.358 -7.527
H -1.179 1.986 -7.064
H -0.240 -0.926 3.851
H 6.163 5.179 2.944
H -4.891 -3.526 4.680
H 1.346 -0.216 2.038
H 1.173 -2.377 2.946
H -6.554 -0.843 2.121
H -2.053 -2.887 3.247
H 3.699 -3.052 1.037
H -0.857 -2.781 -4.261
H 3.134 -4.644 1.455
H 1.017 2.938 1.498
H -2.187 -1.755 4.573
H -0.069 -3.536 2.562
H 0.684 4.596 1.004
H 1.486 0.763 -1.111
H -4.799 -4.365 1.082
H 1.040 -2.296 -8.260
H -6.112 -3.948 3.461
H 1.778 -0.695 -2.087
H -1.347 3.656 2.028
H 2.740 5.686 5.955
H -2.730 -1.994 -2.764
H -0.458 3.224 3.494
H 6.821 3.535 2.920
H 3.700 -0.959 -0.433
H -3.671 -3.224 0.407
H -6.245 -2.392 4.299
H 0.218 0.479 0.923
H 0.715 -1.322 -9.680
H 2.605 6.664 3.661
H 3.444 -0.847 1.339
H -2.503 -0.044 -7.668
```

The spin multiplicity is 2. The orbital gap (spin up / spin down) is 7.3 / 8.4 eV. The value obtained for the LUMO energy (spin up / spin down) is -1.02 / -1.02 eV. The value obtained for the HOMO energy (spin up / spin down) is -8.32 / -9.41 eV. As for the total charge: 0.

***

# C15H22N2O2S

The molecule C15H22N2O2S (ωB97M-V with the def2-TZVPD basis set, the OMol25 dataset).

Structure (XYZ):
```
42
C15H22N2O2S | the OMol25 dataset | ωB97M-V with the def2-TZVPD basis set
S 0.970 -0.575 -2.773
O -1.099 3.037 -0.238
O -1.533 -2.723 -1.009
N 0.557 -1.461 -0.296
N 0.223 0.823 -0.734
C -1.738 -2.110 0.244
C 2.557 1.080 3.623
C 0.560 -0.425 -1.176
C -0.025 3.298 1.947
C -1.788 4.250 -0.070
C -0.402 -1.533 0.788
C 0.882 -2.789 -0.772
C 1.582 1.629 2.627
C -2.779 -1.017 0.042
C 0.874 2.792 2.876
C 1.366 0.963 1.426
C -0.395 -4.260 -2.402
C 0.455 1.437 0.494
C -0.421 -3.593 -1.035
C -0.244 2.634 0.753
H -0.548 -4.356 -0.245
H 1.457 -2.690 -1.693
H -3.031 -0.556 0.993
H 3.453 0.718 3.124
H 0.446 -4.944 -2.468
H 1.926 0.067 1.202
H -3.675 -1.446 -0.399
H 1.496 -3.284 -0.012
H -2.391 -0.261 -0.636
H 2.840 1.840 4.347
H -0.551 4.212 2.171
H -2.459 4.215 0.794
H 0.022 -2.190 1.553
H -2.377 4.381 -0.977
H 0.000 1.471 -1.480
H -0.575 -0.555 1.230
H -2.119 -2.863 0.960
H -1.098 5.093 0.039
H 1.024 3.326 3.802
H 2.113 0.243 4.162
H -0.302 -3.495 -3.168
H -1.320 -4.806 -2.565
```

The spin multiplicity is 1. The orbital gap is 8.4 eV. The value obtained for the LUMO energy is 0.70 eV. The value obtained for the HOMO energy is -7.75 eV. As for the total charge: 0. As for the energy above the lowest of the compared OMol25 structures with the same formula, charge and spin: 134.1 kJ/mol.

***

# C32H40BrN5O6PSV

A structure of composition C32H40BrN5O6PSV (ωB97M-V with the def2-TZVPD basis set, the OMol25 dataset).

Structure (XYZ):
```
87
C32H40BrN5O6PSV | the OMol25 dataset | ωB97M-V with the def2-TZVPD basis set
Br -3.270 -1.068 1.271
V 0.278 -0.345 -0.166
S 1.448 -2.412 -1.726
P 0.009 -1.734 1.746
O 2.337 2.704 -2.078
O 0.034 1.489 2.161
O 1.012 0.626 -1.798
O 0.019 -2.088 -1.704
O 2.127 -2.354 -2.984
O 2.085 -1.668 -0.610
N -1.539 0.770 -0.820
N 0.039 -2.073 4.527
N -0.397 -4.107 3.266
N 1.848 -3.164 3.333
N -1.091 1.699 -1.849
C 2.783 -4.597 -0.752
C -0.132 2.469 -4.741
C 1.422 -2.367 4.564
C -4.835 1.225 0.952
C -0.736 -3.304 4.436
C 0.904 0.830 1.251
C -3.620 0.675 0.532
C 0.523 2.186 -3.552
C 0.283 3.491 -5.584
C -0.288 -1.099 3.460
C -7.260 4.336 -0.690
C 0.508 -6.152 -0.483
C 1.649 2.951 -3.208
C -2.692 1.211 -0.356
C -6.277 3.742 -1.472
C -6.633 2.873 1.118
C 2.357 1.200 1.400
C 0.410 -4.877 -1.029
C 0.546 2.383 3.110
C 0.003 1.105 -2.615
C 1.733 -2.346 2.066
C 2.867 -5.867 -0.203
C 2.069 3.984 -4.047
C -7.433 3.876 0.616
C -5.608 2.268 0.351
C 1.388 4.251 -5.223
C -5.469 2.733 -0.976
C 0.983 -4.428 3.267
C 1.729 -6.663 -0.059
C 1.832 -8.054 0.505
C -0.790 -3.412 2.018
C 1.547 -4.097 -1.154
H -1.324 -0.779 3.559
H 2.821 -3.449 3.446
H -0.310 2.855 3.595
H -0.693 2.503 -1.359
H 0.959 -8.308 1.107
H -8.199 4.311 1.248
H 2.407 -1.493 2.160
H -7.881 5.130 -1.086
H 1.252 -5.010 4.152
H 2.940 4.557 -3.755
H -6.136 4.062 -2.498
H -1.875 -3.307 2.007
H -0.552 -3.900 5.336
H 3.831 -6.251 0.112
H -4.752 2.272 -1.640
H 1.146 1.889 3.893
H 2.024 -1.458 4.570
H 2.561 2.249 1.154
H 1.901 -8.794 -0.296
H -3.007 2.185 -0.726
H -0.544 -4.467 -1.335
H -1.002 1.873 -4.996
H -0.250 3.694 -6.505
H -0.527 -4.051 1.174
H 2.936 0.606 0.687
H 1.669 -3.000 5.421
H 2.720 -8.165 1.129
H -1.793 -3.047 4.389
H 1.167 3.167 2.667
H -0.390 -6.752 -0.379
H -0.428 0.283 -3.208
H 0.333 -0.216 3.595
H -5.262 0.807 1.857
H 1.977 1.794 -1.775
H 2.086 -2.972 1.255
H 3.667 -3.980 -0.853
H 1.274 -4.951 2.354
H 2.788 1.024 2.402
H -6.783 2.534 2.138
H 1.728 5.056 -5.865
```

The spin multiplicity is 4. The orbital gap (spin up / spin down) is 3.4 / 4.2 eV. The value obtained for the LUMO energy (spin up / spin down) is 1.16 / 1.16 eV. The value obtained for the HOMO energy (spin up / spin down) is -2.24 / -3.02 eV. As for the total charge: -1. As for the energy above the lowest of the compared OMol25 structures with the same formula, charge and spin: 0.0 kJ/mol.

***

# C4H15N2O2

A cluster of 3 separate species, C4H15N2O2 in total (ωB97M-V with the def2-TZVPD basis set, the OMol25 dataset).

Structure (XYZ):
```
23
C4H15N2O2 | the OMol25 dataset | ωB97M-V with the def2-TZVPD basis set
O -3.475 1.421 1.268
O 0.403 -3.857 -0.483
N 0.881 -1.071 -1.048
N -1.392 1.088 -0.611
C 2.070 -0.492 0.995
C 1.478 -0.086 -0.096
C -0.279 1.693 0.106
C 1.151 1.395 -0.381
H 2.658 -1.413 1.151
H -1.599 1.459 -1.573
H 0.742 -1.967 -0.535
H 2.375 0.144 1.793
H 1.343 -1.178 -1.949
H -2.243 1.072 0.056
H -0.090 -0.694 -1.246
H 0.194 -4.276 -1.332
H 1.775 1.875 0.424
H -0.300 1.254 1.141
H 1.649 1.606 -1.339
H -3.892 2.297 1.294
H -0.093 -4.463 0.088
H -2.972 1.372 2.095
H -0.384 2.820 0.182
```

The spin multiplicity is 2. The orbital gap (spin up / spin down) is 11.8 / 6.3 eV. The value obtained for the LUMO energy (spin up / spin down) is -6.72 / -12.25 eV. The value obtained for the HOMO energy (spin up / spin down) is -18.57 / -18.55 eV. As for the total charge: +2. As for the energy above the lowest of the compared OMol25 structures with the same formula, charge and spin: 200.0 kJ/mol.

***

DFT total energy readings, ordered: -2973.2919, -815.2052, -632.7094, -2973.6468, -2973.5366, -1242.9489, -6226.0944, -420.6600 hartree
Max |F| readings, ordered: 5.4, 6.7, 4.1, 2.1, 8.4, 0.6, 0.8, 3.0 eV/Å